1.
Molecular formula: C2H6N6
Method: DFT, the ωB97M-V functional and the def2-TZVPD basis

Positions of all 14 atoms, in Å:
C  -1.532  -1.481  -1.280
C  0.497  -0.110  0.684
H  -1.423  -2.039  -0.188
H  -1.339  -2.308  -2.114
H  -2.628  -1.182  -1.426
H  0.464  -1.121  -1.780
H  1.425  -1.340  1.936
H  0.725  -2.210  0.814
N  -0.326  -0.526  -1.450
N  -0.031  0.259  -0.464
N  -0.189  1.560  -0.378
N  0.172  1.925  0.751
N  0.559  0.900  1.515
N  1.099  -1.298  0.931

The calculation puts the orbital gap at 10.051 eV. The value obtained for the lowest unoccupied orbital energy is 0.45 eV. Its HOMO energy is -9.597 eV. As for the SMILES: CNn1nnnc1N. As for the energy above the lowest of the compared OMol25 structures with the same formula, charge and spin: 45.4 kcal/mol.

=====

2.
Molecular formula: C38H55BHfN10O2S5
Method: DFT, the ωB97M-V functional and the def2-TZVPD basis

Positions of all 112 atoms, in Å:
Hf  -3.109  -0.606  1.520
C  -0.029  1.823  4.382
C  0.462  1.027  3.164
C  1.578  0.252  3.242
C  1.998  -0.594  2.178
N  1.390  -0.451  1.053
N  0.301  0.372  0.945
B  0.016  0.631  -0.604
N  0.298  -0.637  -1.488
N  1.447  -0.577  -2.193
C  1.760  -1.611  -2.952
C  0.974  -2.781  -2.873
C  -0.165  -2.834  -2.176
C  -1.002  -4.072  -1.968
C  -0.550  -1.649  -1.534
S  -2.174  -1.564  -0.928
C  3.014  -1.555  -3.774
C  3.080  -2.616  -4.887
C  3.092  -0.161  -4.477
C  4.190  -1.627  -2.807
N  0.912  1.808  -1.049
N  2.154  2.054  -0.792
C  2.666  3.139  -1.312
C  1.844  3.964  -2.155
C  0.547  3.625  -2.488
C  -0.387  4.402  -3.396
C  0.034  2.548  -1.725
S  -1.495  1.688  -1.408
C  4.031  3.568  -0.854
C  4.956  2.350  -0.634
C  4.685  4.525  -1.859
C  3.794  4.299  0.448
C  -0.246  0.974  1.996
S  -1.863  1.652  1.918
C  3.054  -1.654  2.274
C  3.666  -1.676  3.673
C  4.130  -1.492  1.209
C  2.288  -3.007  2.124
H  0.743  1.851  5.230
H  -0.832  1.288  4.815
H  -0.292  2.875  4.154
H  2.028  0.187  4.199
H  1.298  -3.755  -3.337
H  -0.490  -4.926  -2.481
H  -1.996  -3.946  -2.463
H  -1.153  -4.365  -0.951
H  2.077  -2.750  -5.266
H  3.431  -3.615  -4.527
H  3.787  -2.314  -5.642
H  2.341  0.028  -5.247
H  4.056  -0.080  -4.956
H  3.047  0.692  -3.795
H  4.383  -2.635  -2.420
H  4.186  -0.805  -2.086
H  5.118  -1.460  -3.425
H  2.179  4.848  -2.614
H  -0.011  5.322  -3.777
H  -1.388  4.668  -2.933
H  -0.690  3.761  -4.227
H  5.188  1.837  -1.591
H  4.515  1.656  0.071
H  5.866  2.715  -0.163
H  4.825  4.047  -2.860
H  5.704  4.842  -1.529
H  4.164  5.438  -2.011
H  3.461  3.621  1.253
H  3.028  5.137  0.333
H  4.655  4.861  0.778
H  4.069  -0.703  3.911
H  4.503  -2.409  3.675
H  2.905  -1.809  4.426
H  4.689  -0.623  1.510
H  3.767  -1.514  0.203
H  4.936  -2.260  1.263
H  1.641  -3.239  2.994
H  3.099  -3.756  2.024
H  1.719  -3.059  1.217
C  -3.003  -0.624  6.181
C  -2.803  -0.933  4.758
S  -4.246  -0.574  3.661
C  -1.744  -1.668  4.328
C  -0.623  -2.063  5.370
S  -1.580  -2.213  2.646
H  -3.408  0.340  6.325
H  -2.075  -0.733  6.795
H  -3.744  -1.349  6.539
H  -0.306  -1.138  5.853
H  0.273  -2.558  4.919
H  -1.035  -2.794  6.095
N  -6.458  -2.975  0.124
C  -5.278  -2.920  0.747
N  -4.757  -4.004  1.350
O  -4.704  -1.773  0.669
H  -6.786  -3.890  -0.177
H  -6.549  -2.201  -0.559
H  -5.332  -4.793  1.689
H  -3.891  -3.767  1.807
N  -6.567  0.556  -3.948
C  -6.480  0.055  -2.692
O  -6.724  -1.113  -2.377
C  -5.911  0.972  -1.663
C  -6.461  2.152  -1.248
C  -5.880  2.818  -0.194
C  -4.788  2.282  0.471
N  -4.346  1.061  0.188
C  -4.809  0.440  -0.916
H  -7.048  0.064  -4.705
H  -6.473  1.546  -4.066
H  -7.290  2.576  -1.798
H  -6.250  3.802  0.125
H  -4.435  2.693  1.387
H  -4.390  -0.463  -1.234

The calculation puts the orbital gap at 6.936 eV. The value obtained for the lowest unoccupied orbital energy is -5.20 eV. Its net charge is +2. Its HOMO energy is -12.138 eV. As for the energy above the lowest of the compared OMol25 structures with the same formula, charge and spin: 35.9 kcal/mol.

=====

3.
Molecular formula: C17H17BrF3N7O2S
Method: DFT, the ωB97M-V functional and the def2-TZVPD basis

Positions of all 48 atoms, in Å:
O  2.651  3.202  -3.855
O  4.185  4.362  -2.321
F  1.278  -4.873  -1.836
F  1.025  -2.955  -1.557
F  1.002  -4.137  0.266
Br  -0.385  3.381  4.252
N  -2.939  -3.193  -1.601
N  -3.219  1.371  2.001
N  -1.275  0.143  1.906
C  -3.604  -2.230  -1.055
C  -2.871  -1.529  0.029
C  -1.762  -2.207  0.170
C  -2.507  0.374  1.557
C  -2.598  2.264  2.841
C  -0.733  0.948  2.763
C  1.232  0.908  -0.021
C  3.078  1.972  1.213
C  1.705  1.571  -1.211
C  3.420  2.751  0.053
C  -1.294  2.071  3.259
C  1.885  1.128  1.124
C  2.708  2.456  -1.139
N  -3.179  -0.295  0.609
N  0.591  0.851  3.170
N  -1.853  -3.301  -0.770
N  4.664  2.150  -2.874
C  -4.800  -1.752  -1.794
C  1.536  0.160  2.273
C  0.643  -4.130  -0.980
C  -0.798  -4.333  -1.142
S  3.418  3.166  -2.646
H  -1.009  -1.900  0.826
H  -3.207  3.138  3.161
H  0.452  0.178  -0.187
H  3.625  2.179  2.113
H  1.312  1.254  -2.197
H  4.199  3.490  0.034
H  -4.103  0.078  0.592
H  0.903  1.776  3.497
H  5.038  2.282  -3.788
H  5.313  2.467  -2.179
H  -5.437  -2.463  -2.258
H  -5.505  -1.154  -1.190
H  -4.434  -1.101  -2.616
H  1.097  -0.810  1.785
H  2.489  -0.057  2.712
H  -1.107  -5.179  -0.746
H  -0.830  -4.471  -2.242

The calculation puts the orbital gap at 8.555 eV. The value obtained for the lowest unoccupied orbital energy is 0.37 eV. Its HOMO energy is -8.183 eV. As for the SMILES: Cc1nn(CC(F)(F)F)cc1Nc1ncc(Br)c(NCc2ccc(S(N)(=O)=O)cc2)n1. As for the energy above the lowest of the compared OMol25 structures with the same formula, charge and spin: 0.0 kcal/mol.

=====

4.
Molecular formula: C22H35N6O4Ti
Method: DFT, the ωB97M-V functional and the def2-TZVPD basis

Positions of all 68 atoms, in Å:
Ti  0.343  -0.142  0.900
C  -0.548  3.971  1.912
C  -0.213  2.672  1.251
N  0.138  1.591  1.981
C  0.040  1.606  3.428
C  -0.379  0.205  3.868
N  0.325  -0.850  3.091
C  1.645  -1.226  3.620
C  2.702  -0.262  3.124
N  2.644  -0.131  1.656
C  3.378  -1.200  0.934
C  2.395  -2.141  0.260
N  1.521  -1.255  -0.521
C  1.614  -1.186  -1.787
C  2.452  -2.118  -2.615
C  0.122  1.033  -1.961
C  -0.563  1.849  -2.824
C  -1.069  3.071  -2.337
C  -0.894  3.408  -1.029
C  -0.252  2.500  -0.151
N  0.278  1.320  -0.654
H  0.142  4.163  2.735
H  -1.559  3.982  2.331
H  -0.470  4.808  1.223
H  -0.724  2.306  3.775
H  0.970  1.915  3.917
H  -1.441  0.075  3.658
H  -0.226  0.054  4.941
H  -0.263  -1.675  3.053
H  1.863  -2.239  3.277
H  1.643  -1.250  4.714
H  3.692  -0.601  3.445
H  2.547  0.727  3.549
H  3.037  0.770  1.412
H  4.047  -1.738  1.610
H  3.994  -0.730  0.166
H  1.778  -2.672  0.986
H  2.912  -2.884  -0.346
H  2.156  -3.148  -2.412
H  3.508  -2.020  -2.355
H  2.329  -1.919  -3.672
H  -0.659  1.562  -3.860
H  -1.596  3.743  -3.002
H  -1.291  4.336  -0.644
O  -0.727  -2.098  0.734
C  -1.736  -1.433  0.369
O  -1.726  -0.176  0.572
C  -2.865  -2.066  -0.406
N  -2.549  -1.837  -1.850
C  -3.590  -0.914  -2.364
C  -4.829  -1.228  -1.543
C  -4.243  -1.433  -0.146
H  -2.848  -3.136  -0.200
H  -2.642  -2.726  -2.329
H  -0.936  -1.206  -2.570
H  -3.706  -1.056  -3.438
H  -3.254  0.113  -2.198
H  -5.291  -2.148  -1.907
H  -5.578  -0.438  -1.574
H  -4.859  -2.066  0.492
H  -4.116  -0.473  0.354
C  2.617  1.090  -3.338
O  1.541  0.238  -3.699
C  0.758  -0.205  -2.618
O  -0.206  -1.013  -3.207
H  3.208  1.242  -4.236
H  3.257  0.636  -2.572
H  2.254  2.053  -2.972

The calculation puts the orbital gap (alpha / beta) at 6.115 / 8.702 eV. As for the spin multiplicity: 3. The value obtained for the lowest unoccupied orbital energy (alpha / beta) is -2.30 / -2.71 eV. Its net charge is +1. Its HOMO energy (alpha / beta) is -8.413 / -11.415 eV. As for the expectation value of S²: 2.014. As for the energy above the lowest of the compared OMol25 structures with the same formula, charge and spin: 0.9 kcal/mol.